The following is a quantum chemistry calculation of an isolated molecule of C3H5NO4 in a non-equilibrium geometry, from the OMol25 dataset.

```
! RIJCOSX wB97M-V def2-TZVPD def2/J DEFGRID3
* xyz 0 1
C 0.82167 -0.98739 0.40251
C 0.07180 -0.39530 -0.51162
C -0.51204 0.97489 -0.37010
N -2.02766 0.49319 0.23941
O -2.04084 0.38189 1.44213
O -2.90849 0.30065 -0.54516
O -0.00776 1.82567 0.56341
O -0.73633 1.55919 -1.56124
H 1.15122 -2.00237 0.27801
H 1.14063 -0.48642 1.30319
H -0.25356 -0.89725 -1.41083
H -0.01912 1.40594 1.43527
H -0.98876 2.48754 -1.44250
*
```

Results
largest force on an atom = 0.0358 hartree/bohr
relative energy (zero: lowest compared OMol25 entry of this formula, charge and spin) = 99.4 kcal per mole
Kohn-Sham gap = 10.381 eV
SMILES string = C=CC(O)(O)[N+](=O)[O-]

=====

The following is a quantum chemistry calculation of a structure of composition C9H22ClIO2PTi in a non-equilibrium geometry, from the OMol25 dataset.

```
! RIJCOSX wB97M-V def2-TZVPD def2/J DEFGRID3
* xyz 2 2
C 0.96578 0.93539 1.46791
I -0.77841 1.91895 -1.15240
H 1.17480 -0.04418 0.92575
H 0.64315 0.64784 2.48755
H 1.84832 1.53112 1.58670
Ti -0.00290 -1.20380 -0.07072
P 1.97735 0.45835 -1.24158
C 2.28610 2.26436 -1.13099
C 3.56263 -0.16470 -0.60392
H 1.78433 -0.96359 -3.15502
H 3.04447 0.29432 -3.36896
H 1.31075 0.72086 -3.55994
C 2.02677 0.09749 -3.01212
H 3.55556 -1.25873 -0.55236
H 4.32991 0.18394 -1.30523
H 3.24562 2.46224 -1.61792
H 2.31900 2.63002 -0.10147
H 3.74549 0.25847 0.39310
H 1.53009 2.85426 -1.66606
C -0.12177 1.73822 0.92585
O -0.70035 2.55177 1.65280
Cl 0.92234 -2.92343 -0.92906
C -2.05265 -1.52697 3.19311
C -1.60351 -2.12296 1.84981
O -1.77936 -1.09555 0.77463
C -3.21734 -0.70334 0.45798
C -3.74208 -1.73645 -0.49771
H -1.38542 -0.70406 3.40829
H -1.94111 -2.26877 3.98879
H -3.06723 -1.16041 3.17584
H -0.53401 -2.35549 1.86041
H -2.16793 -3.03379 1.57067
H -3.79203 -0.59548 1.39294
H -3.10166 0.27623 0.00703
H -3.84619 -2.72661 -0.02873
H -4.70633 -1.45721 -0.92310
H -3.04393 -1.82574 -1.34769
*
```

Results
<S²> = 0.7591
largest force on an atom = 0.1195 hartree/bohr
relative energy (zero: lowest compared OMol25 entry of this formula, charge and spin) = 12.7 kcal per mole
Kohn-Sham gap (alpha / beta) = 7.423 / 7.660 eV

=====

The following is a quantum chemistry calculation of a structure of composition C49H55BCdClN9P2 in a non-equilibrium geometry, from the OMol25 dataset.

```
! RIJCOSX wB97M-V def2-TZVPD def2/J DEFGRID3
* xyz -2 1
Cd 11.43187 7.58465 11.26505
C 10.19444 4.92595 8.84925
C 11.66079 5.09636 8.82392
C 12.71688 4.36060 8.15460
C 13.90740 4.96557 8.43980
C 15.20142 4.57490 7.83013
N 13.63454 6.08990 9.12412
N 12.18707 6.24546 9.23850
B 14.48489 6.76326 10.22174
N 14.25980 6.18896 11.62223
N 12.99852 6.23603 12.27188
C 13.25894 6.30210 13.60955
C 12.13074 6.48005 14.56140
C 14.66018 6.17028 13.80315
C 15.25879 6.10403 12.55409
C 16.69776 6.10282 12.25590
N 14.25129 8.26069 10.22530
N 13.43779 8.94563 11.04794
C 13.23442 10.16283 10.48982
C 12.34234 11.11378 11.16772
C 13.98075 10.25167 9.29496
C 14.63975 9.02294 9.18093
C 15.57714 8.63355 8.09273
H 10.05023 4.03975 8.21603
H 9.64051 5.79473 8.34038
H 9.78026 4.75137 9.86197
H 12.56598 3.42734 7.56310
H 15.97629 5.31347 8.08205
H 15.06245 4.58772 6.72876
H 15.63691 3.70061 8.25327
H 15.57043 6.43011 9.77188
H 11.14783 6.27948 14.10837
H 12.07709 7.56945 14.82692
H 12.20852 5.82669 15.46272
H 15.13018 6.04534 14.77288
H 17.26282 5.84180 13.16455
H 17.05028 7.11480 11.93807
H 16.96750 5.36946 11.47754
H 11.32766 10.99256 10.81954
H 12.71546 12.11551 11.03765
H 12.46770 10.80565 12.23851
H 13.96724 11.08404 8.56571
H 16.08237 9.62508 7.78703
H 14.97461 8.34436 7.20212
H 16.31314 7.86999 8.34441
C 12.43060 11.86422 17.79495
N 11.87137 10.47169 17.69249
P 13.27652 9.25544 17.75640
C 13.71822 9.13459 19.57265
C 15.01378 8.75183 19.92500
C 15.36903 8.65293 21.29000
C 14.48299 9.04178 22.27972
C 13.18187 9.42029 21.92674
C 12.78594 9.43646 20.60952
C 14.67709 10.08318 16.91545
C 14.82360 10.11879 15.54917
C 15.81614 10.86312 14.91716
C 16.78759 11.54524 15.64914
C 16.78564 11.40106 17.05628
C 15.75982 10.67288 17.65125
P 10.33083 10.20977 17.09926
C 9.25131 11.42303 17.83752
C 9.30390 11.85789 19.17579
C 8.28976 12.74925 19.65230
C 7.34100 13.26963 18.77779
C 7.31476 12.88265 17.42519
C 8.21557 11.90392 16.97025
C 9.79103 8.57052 17.32680
C 10.58009 7.54542 17.87133
C 10.11510 6.71613 18.89197
C 8.77597 6.76370 19.32954
C 7.84376 7.47236 18.55557
C 8.32043 8.26112 17.34679
H 13.39790 11.85461 18.30492
H 11.74213 12.51330 18.31617
H 12.65073 12.36890 16.84808
H 15.74286 8.48535 19.20428
H 16.36152 8.39610 21.60878
H 14.67993 8.87521 23.35262
H 12.47113 9.64647 22.72586
H 11.70693 9.61345 20.34470
H 14.15287 9.58268 14.91915
H 15.73815 10.80628 13.83962
H 17.51141 12.09791 15.14974
H 17.60418 11.80542 17.68590
H 15.83425 10.52139 18.70710
H 10.13664 11.53963 19.80002
H 8.37547 13.04211 20.70272
H 6.59126 13.96652 19.14584
H 6.62446 13.36569 16.75147
H 8.20916 11.55172 15.89953
H 11.51363 7.37076 17.43063
H 10.86939 6.25960 19.50466
H 8.44101 6.14964 20.12990
H 6.77863 7.59827 18.81066
H 7.64779 9.18007 17.27330
N 7.85335 6.46703 15.50117
C 7.94331 7.45306 16.16837
H 7.54397 6.24710 14.56336
C 7.38332 9.56288 12.43597
C 7.56414 9.72526 10.97734
C 6.55859 10.29706 10.22965
C 6.61052 10.34459 8.82223
C 7.69929 9.80002 8.15819
C 8.78276 9.28511 8.86130
C 10.02574 8.89240 8.09726
C 8.79978 9.16425 10.30735
N 9.81308 8.95550 11.09301
H 7.76702 8.57214 12.62357
H 6.33426 9.70189 12.73642
H 8.07711 10.26335 12.95909
H 5.69720 10.78715 10.71206
H 5.77876 10.71809 8.23330
H 7.72399 9.80228 7.07687
H 9.82190 8.84818 7.00962
H 10.38426 7.91236 8.42702
H 10.84690 9.56426 8.28229
Cl 10.41579 10.64499 15.12752
*
```

Results
largest force on an atom = 0.0723 hartree/bohr
relative energy (zero: lowest compared OMol25 entry of this formula, charge and spin) = 90.8 kcal per mole
Kohn-Sham gap (alpha / beta) = 3.878 / 2.819 eV

=====

The following is a quantum chemistry calculation of a cluster of 6 separate species, CH15NO5 in total in a non-equilibrium geometry, from the OMol25 dataset.

```
! RIJCOSX wB97M-V def2-TZVPD def2/J DEFGRID3
* xyz 0 1
C -0.26044 -0.60426 -0.68170
N 0.54106 -1.86043 -1.12112
H -0.13877 -0.42989 0.37784
H -1.25727 -0.58129 -0.74985
H 0.35607 0.30663 -1.09757
H 0.98080 -1.53483 -1.94563
H 1.27475 -1.89779 -0.44006
H -2.93542 1.65305 -2.10462
H -2.88658 2.54537 -3.24011
O -3.02059 2.59660 -2.24140
H 1.20168 2.59057 -0.09065
H 0.35710 2.90055 -1.29444
O 1.17817 2.41350 -1.03280
H -1.37937 0.28484 3.86782
H -0.83969 0.90165 5.23087
O -0.60676 0.51043 4.40325
H 0.80987 -4.48962 -1.85465
H 2.10991 -4.96782 -1.36490
O 1.16744 -5.19360 -1.29981
H 0.43832 1.65962 2.60055
H 1.84562 1.33090 2.19600
O 1.06410 1.86583 1.88298
*
```

Results
largest force on an atom = 0.1281 hartree/bohr
relative energy (zero: lowest compared OMol25 entry of this formula, charge and spin) = 48.4 kcal per mole
Kohn-Sham gap = 9.866 eV
SMILES string = CN.O.O.O.O.O

=====

The following is a quantum chemistry calculation of a cluster of 5 separate species, C60H106N2SSi in total in a non-equilibrium geometry, from the OMol25 dataset.

```
! RIJCOSX wB97M-V def2-TZVPD def2/J DEFGRID3
* xyz 0 1
C -0.99440 -0.70448 -4.61545
C -0.32354 -1.51105 -3.47356
C 0.12343 -0.56390 -2.30659
C -0.71774 -0.76431 -1.02629
C -2.11020 -0.07521 -1.11571
C 0.01772 -0.39304 0.26602
C 0.22089 -1.41554 1.18389
N -0.19797 -2.76743 0.97646
C 0.79925 -3.58763 1.03385
C 0.65557 -4.85655 1.84914
C 2.07174 -3.27534 0.25035
C 0.85053 -1.10020 2.38064
C 1.28509 0.16992 2.71240
Si 2.06485 0.30008 4.43084
C 1.26324 1.60740 5.54086
C 1.84035 -1.33238 5.38806
C 3.92995 0.66091 4.43419
C 1.12559 1.22342 1.77806
C 0.48955 0.88459 0.57663
S 0.22725 2.15906 -0.66215
C 0.11755 3.61662 0.36262
C -0.63889 4.65682 -0.14176
C -0.75396 5.79786 0.61833
C -0.10389 5.84224 1.83427
C 0.64306 4.79393 2.35283
C 1.25615 4.98200 3.72392
C 0.17059 4.54676 4.76791
C -1.03851 5.52036 4.83953
C -2.26987 5.09615 4.05041
C -2.61712 3.79727 3.74012
C -3.72952 3.45786 2.98636
C -4.56254 4.46959 2.53942
C -4.23128 5.77987 2.83602
C -3.12094 6.10622 3.58158
C 0.78195 3.62201 1.57707
N 1.60677 2.54857 2.08525
C 3.03862 2.73081 1.77186
C 3.45516 2.61701 0.28169
C 4.94205 2.13430 0.29086
C 3.48399 3.98381 -0.44976
H -1.75393 -1.29717 -5.14784
H -0.27508 -0.37106 -5.37673
H -1.51886 0.18371 -4.23464
H -1.09832 -2.18158 -3.07325
H 0.52171 -2.07966 -3.87739
H -0.01467 0.45463 -2.69435
H 1.19537 -0.71874 -2.11189
H -0.94749 -1.83844 -0.97123
H -2.04531 0.94090 -1.51470
H -2.61003 -0.05867 -0.13716
H -2.76963 -0.67369 -1.76539
H 1.58533 -5.42900 1.93596
H -0.14159 -5.46128 1.39138
H 0.30852 -4.59422 2.85600
H 1.89537 -2.58556 -0.57868
H 2.88539 -2.87941 0.87892
H 2.44305 -4.23642 -0.14023
H 0.99634 -1.92224 3.08232
H 1.29119 1.20197 6.56737
H 1.81926 2.54845 5.55807
H 0.20615 1.73170 5.28330
H 2.19944 -1.15144 6.41356
H 2.42081 -2.16231 4.96795
H 0.76538 -1.54349 5.47598
H 4.37440 0.15663 5.30567
H 4.44643 0.41086 3.50162
H 4.04798 1.73619 4.64791
H -1.13863 4.53325 -1.10120
H -1.33966 6.65749 0.29592
H -0.18734 6.74859 2.43273
H 2.11745 4.31438 3.85827
H 1.56858 6.01555 3.91613
H 0.67135 4.55186 5.74306
H -0.16381 3.56470 4.44171
H -1.28464 5.71731 5.89328
H -0.71053 6.48776 4.42962
H -1.97845 2.97586 4.07476
H -3.91954 2.40898 2.76484
H -5.43593 4.19299 1.95179
H -4.86744 6.58693 2.47055
H -2.85109 7.13683 3.81078
H 3.28835 3.76164 2.07788
H 3.69508 2.07529 2.35193
H 2.90972 1.85558 -0.28513
H 5.05936 1.18091 0.82185
H 5.39168 2.14255 -0.70819
H 5.49633 2.88683 0.88213
H 2.52095 4.50396 -0.42372
H 4.25700 4.61743 0.01086
H 3.80840 3.78677 -1.48043
C 1.73413 1.64524 -7.42084
C 1.19027 2.55116 -8.52001
C -0.33477 2.65483 -8.51584
C -1.07545 1.33885 -8.76338
C -0.72746 0.63666 -10.07538
C -1.08232 1.45589 -11.31237
H 1.39027 0.61613 -7.53959
H 2.82535 1.63166 -7.44433
H 1.42401 2.00153 -6.43586
H 1.54670 2.20270 -9.49346
H 1.60488 3.55397 -8.38488
H -0.63956 3.39210 -9.26434
H -0.65989 3.05727 -7.55077
H -2.15164 1.53965 -8.74327
H -0.88403 0.65068 -7.93444
H -1.27610 -0.30861 -10.11524
H 0.33409 0.37486 -10.09936
H -2.14874 1.69039 -11.33143
H -0.84561 0.89623 -12.21909
H -0.52371 2.39256 -11.35033
C -5.49319 -1.37653 -4.21996
C -4.90536 -1.55951 -5.61534
C -5.94610 -1.45495 -6.72937
C -7.04876 -2.51459 -6.68791
C -6.55771 -3.96112 -6.73423
C -5.81234 -4.30580 -8.01989
H -6.22179 -2.15326 -3.98217
H -4.70452 -1.42566 -3.46624
H -5.98328 -0.40482 -4.12836
H -4.38223 -2.51879 -5.67047
H -4.14702 -0.78826 -5.77755
H -5.43381 -1.49855 -7.69509
H -6.41484 -0.46643 -6.68469
H -7.72486 -2.34237 -7.53167
H -7.65365 -2.37704 -5.78702
H -7.42513 -4.62146 -6.64755
H -5.92199 -4.17718 -5.87103
H -6.44579 -4.13977 -8.89384
H -5.51441 -5.35585 -8.01608
H -4.90609 -3.70855 -8.13381
C 1.51630 -6.24716 -2.32727
C 1.46299 -7.59884 -3.03057
C 1.37572 -8.77955 -2.06428
C 2.57097 -8.93557 -1.12200
C 3.92554 -9.08498 -1.81379
C 4.02440 -10.33234 -2.68632
H 2.40580 -6.15270 -1.70146
H 1.54339 -5.43839 -3.06012
H 0.63452 -6.10028 -1.69855
H 2.33154 -7.70620 -3.68623
H 0.58496 -7.61992 -3.68182
H 1.24388 -9.69870 -2.64231
H 0.46951 -8.67554 -1.45842
H 2.39826 -9.81100 -0.48772
H 2.61519 -8.07834 -0.44324
H 4.70069 -9.13676 -1.04410
H 4.14910 -8.19791 -2.41310
H 3.84871 -11.23476 -2.09703
H 5.01949 -10.40855 -3.12805
H 3.30333 -10.31074 -3.50508
C 0.93500 3.85605 8.76860
C 1.74466 3.74800 10.05608
C 2.22800 2.32746 10.34584
C 1.11830 1.29514 10.55481
C 0.13572 1.61949 11.67944
C 0.79175 1.68598 13.05511
H 0.02023 3.26257 8.81353
H 0.64447 4.89388 8.59099
H 1.52128 3.52044 7.91063
H 1.15504 4.12937 10.89445
H 2.61863 4.40063 9.97654
H 2.87759 2.34898 11.22575
H 2.85992 1.99201 9.51646
H 1.58342 0.32517 10.75901
H 0.55770 1.16817 9.62373
H -0.63358 0.84253 11.69829
H -0.38440 2.55920 11.47386
H 1.27969 0.74020 13.30008
H 0.04280 1.88597 13.82344
H 1.53701 2.48131 13.10921
*
```

Results
largest force on an atom = 0.0429 hartree/bohr
Kohn-Sham gap = 8.127 eV
SMILES string = CCC[C@H](C)c1c(N=C(C)C)cc([Si](C)(C)C)c2c1Sc1cccc(CCCc3ccccc3)c1N2CC(C)C.CCCCCC.CCCCCC.CCCCCC.CCCCCC

=====

The following is a quantum chemistry calculation of the ion C5H13O2S with charge +1 in a non-equilibrium geometry, from the OMol25 dataset.

```
! RIJCOSX wB97M-V def2-TZVPD def2/J DEFGRID3
* xyz 1 1
C 2.57102 -1.52006 -0.25827
C 1.75200 -0.34014 0.38114
O 1.07796 0.30928 -0.69421
C 0.54437 1.57281 -0.31700
C -0.65685 1.50004 0.66971
O -1.91704 1.25239 0.00416
C -1.92889 -0.02586 -0.56303
S -3.53933 -0.90543 -0.30547
H 3.18198 -2.05983 0.48691
H 1.81147 -2.19277 -0.72134
H 3.17331 -1.08347 -1.08482
H 1.01778 -0.74327 1.12735
H 2.41484 0.34790 0.96077
H 1.36597 2.21182 0.08474
H 0.17051 2.04232 -1.25832
H -0.52348 0.77086 1.49808
H -0.75604 2.50681 1.13564
H -1.12947 -0.65769 -0.10219
H -1.67066 0.05066 -1.64515
H -3.19146 -2.23921 -0.45161
H -3.76801 -0.79717 1.05289
*
```

Results
largest force on an atom = 0.0527 hartree/bohr
relative energy (zero: lowest compared OMol25 entry of this formula, charge and spin) = 61.1 kcal per mole
Kohn-Sham gap = 9.218 eV

=====

The following is a quantum chemistry calculation of an isolated molecule of C5H7N in a non-equilibrium geometry, from the OMol25 dataset.

```
! RIJCOSX wB97M-V def2-TZVPD def2/J DEFGRID3
* xyz 0 1
C 2.68491 -0.09215 -0.29680
C 1.52937 -0.18715 0.07143
C 0.20605 -0.24970 0.72309
C -0.64282 0.96163 0.23262
C -1.43327 -0.07762 -0.60618
H 3.78538 0.05815 -0.47815
H 0.29978 -0.27919 1.83442
H -1.29495 1.38855 1.01955
H -0.13190 1.67026 -0.36349
H -1.16155 -0.09028 -1.68539
H -2.56782 0.03722 -0.37616
H -0.45322 -1.96881 -0.30235
N -0.81995 -1.17092 0.22741
*
```

Results
largest force on an atom = 0.0419 hartree/bohr
relative energy (zero: lowest compared OMol25 entry of this formula, charge and spin) = 76.0 kcal per mole
Kohn-Sham gap = 10.396 eV
SMILES string = C#C[C@H]1CCN1

=====

- Among the records above, which one has the highest largest force on an atom?
  CH15NO5